A molecular structure, C17H38Cl3N2O4PSc. Source: OMol25; level of theory: the ωB97M-V functional and the def2-TZVPD basis.

Summary:
- Total charge: +1
- Energy above the lowest of the compared OMol25 structures with the same formula, charge and spin: 3.1 kcal per mole
- HOMO-LUMO gap: 9.5148 eV
- E: -3563.6058 a.u.

```
66
Properties=species:S:1:pos:R:3:forces:R:3
Sc -0.222 1.062 -0.328 0.2 -0.1 0.2
C -0.091 2.548 2.547 0.0 -0.1 0.1
N 0.127 1.171 2.059 0.0 0.0 0.0
C -0.732 0.282 2.860 0.0 -0.1 0.0
C 1.528 0.765 2.294 0.1 0.0 0.1
C 2.484 1.430 1.329 0.1 0.0 0.0
N 2.207 1.034 -0.062 0.0 0.1 -0.1
C 2.886 1.987 -0.966 0.0 0.0 0.0
C 2.780 -0.289 -0.344 0.0 -0.1 0.0
H 0.060 2.592 3.632 0.0 0.0 0.0
H -1.109 2.853 2.321 0.0 0.0 0.0
H 0.588 3.242 2.063 0.0 0.0 0.0
H -0.453 0.338 3.918 0.0 0.0 0.0
H -0.615 -0.745 2.517 0.0 0.0 0.0
H -1.774 0.568 2.752 0.0 0.0 0.0
H 1.567 -0.321 2.184 0.0 0.1 0.0
H 1.812 0.989 3.333 0.0 0.0 -0.1
H 3.521 1.186 1.597 -0.1 0.0 0.0
H 2.396 2.516 1.390 0.0 0.0 0.0
H 3.972 1.919 -0.835 0.0 0.0 0.0
H 2.565 3.000 -0.739 0.0 0.0 0.0
H 2.636 1.754 -1.997 0.0 0.0 0.0
H 3.854 -0.301 -0.124 0.0 0.0 0.0
H 2.632 -0.518 -1.397 0.0 0.0 0.0
H 2.289 -1.057 0.246 0.0 0.0 0.0
C 0.252 4.692 -0.647 0.1 -0.1 -0.1
C -0.030 3.234 -0.507 0.0 0.0 0.1
O -1.145 2.804 -0.872 -0.2 0.5 -0.2
H -0.650 5.301 -0.711 0.0 0.0 0.0
H 0.798 4.791 -1.592 0.0 0.0 0.0
H 0.926 5.060 0.125 0.0 0.0 0.1
Cl -1.924 1.845 -4.689 0.0 0.1 0.0
C -0.868 0.476 -4.328 0.0 -0.1 -0.1
Cl -1.673 -1.046 -4.738 0.0 0.0 0.0
Cl 0.639 0.611 -5.216 0.0 0.0 0.0
C -0.625 0.504 -2.812 0.0 0.0 0.1
O -1.568 0.243 -2.039 -0.3 -0.1 0.2
O 0.500 0.827 -2.366 0.4 0.1 0.0
C -3.388 1.848 0.848 0.0 0.0 0.0
O -2.456 0.843 0.421 0.2 -0.2 -0.1
H -4.396 1.433 0.854 0.0 0.1 0.0
H -3.331 2.723 0.202 -0.1 0.0 0.0
H -3.120 2.129 1.865 0.0 0.0 0.0
H -2.723 0.524 -0.455 -0.1 0.1 0.0
C -2.899 -3.649 0.245 0.1 -0.1 0.0
C -2.359 -2.224 0.177 -0.1 0.1 0.0
P -0.545 -2.002 -0.047 0.1 0.4 0.0
C 0.094 -3.201 1.200 -0.3 -0.2 0.0
C 1.590 -3.308 1.440 0.2 0.1 0.0
C -0.289 -2.860 -1.650 -0.3 -0.3 0.1
C 1.049 -2.672 -2.342 0.2 0.0 -0.1
H -3.988 -3.642 0.254 0.0 0.0 0.0
H -2.574 -4.168 1.146 0.0 0.0 0.0
H -2.591 -4.242 -0.614 0.0 0.0 -0.1
H -2.647 -1.655 1.066 0.0 -0.1 0.0
H -2.813 -1.698 -0.669 0.0 0.0 0.0
H -0.286 -4.181 0.895 0.0 0.1 0.0
H -0.422 -2.975 2.139 0.0 0.0 0.0
H 2.149 -3.473 0.519 0.0 0.0 0.0
H 1.795 -4.151 2.099 0.0 0.0 0.0
H 2.001 -2.423 1.928 0.0 0.0 0.0
H -1.098 -2.505 -2.295 0.0 0.0 0.0
H -0.474 -3.928 -1.485 0.0 0.1 0.0
H 1.239 -1.627 -2.583 0.0 0.0 0.0
H 1.062 -3.227 -3.278 0.0 0.0 0.0
H 1.881 -3.036 -1.738 0.0 0.0 0.0
```
Positions in Å, forces in eV/Å.

A molecular structure, C3H5BrN2 at a distorted geometry. Source: OMol25; level of theory: the ωB97M-V functional and the def2-TZVPD basis.

Summary:
- Total charge: 0
- Energy above the lowest of the compared OMol25 structures with the same formula, charge and spin: 75.1 kcal per mole
- HOMO-LUMO gap: 8.9462 eV
- E: -2800.6688 a.u.

```
11
Properties=species:S:1:pos:R:3:forces:R:3
C 0.193 -0.732 -0.181 3.1 4.1 -0.7
C 0.486 -1.972 -0.578 1.2 0.6 -0.5
C 0.862 1.070 -0.120 -3.3 -2.8 -0.6
N -1.032 -1.130 0.317 0.0 -1.2 1.6
N -0.797 -2.467 -0.281 -1.6 -0.8 1.0
Br 1.962 -2.767 -1.343 0.0 -0.4 0.0
H 1.949 1.352 -0.209 -1.3 -1.0 0.1
H 0.149 1.619 -0.834 1.5 -0.8 0.7
H 0.384 1.195 0.855 0.8 0.6 0.1
H -1.886 -0.659 0.143 -0.9 0.2 -0.8
H -0.896 -3.240 0.447 0.5 1.4 -1.0
```
Positions in Å, forces in eV/Å.

A single C3H7ClN2 molecule at a distorted geometry. Source: OMol25; level of theory: the ωB97M-V functional and the def2-TZVPD basis.

Summary:
- Total charge: 0
- Energy above the lowest of the compared OMol25 structures with the same formula, charge and spin: 40.9 kcal per mole
- HOMO-LUMO gap: 9.7707 eV
- E: -688.1516 a.u.

```
13
Properties=species:S:1:pos:R:3:forces:R:3
C 1.066 0.546 -2.039 0.1 0.3 -1.2
C -0.772 -0.446 0.799 -0.4 -0.3 -0.5
C -0.482 -0.630 2.241 1.3 -0.5 0.4
H 1.451 -0.273 -2.663 0.6 0.3 0.5
H 0.816 1.332 -2.769 -0.5 -0.2 0.3
H 1.752 1.039 -1.367 0.6 -0.4 0.1
H -0.898 0.449 -1.621 -1.7 0.3 0.1
H -1.773 -0.682 0.419 0.1 0.2 0.0
H 0.625 -0.618 2.316 -0.7 -0.3 0.1
H -0.907 -1.521 2.775 0.3 0.8 -0.9
N -0.061 0.064 -1.288 1.1 -0.1 -0.3
N 0.169 -0.056 0.029 -0.4 -0.5 0.8
Cl -0.986 0.797 3.169 -0.5 0.5 0.5
```
Positions in Å, forces in eV/Å.

A single C5H12N2O molecule at a distorted geometry. Source: OMol25; level of theory: the ωB97M-V functional and the def2-TZVPD basis.

Summary:
- Total charge: 0
- Energy above the lowest of the compared OMol25 structures with the same formula, charge and spin: 90.9 kcal per mole
- HOMO-LUMO gap: 7.9623 eV
- E: -382.3577 a.u.

```
20
Properties=species:S:1:pos:R:3:forces:R:3
C -0.842 0.887 -0.775 -0.9 -2.4 1.0
C 2.574 0.061 0.186 0.1 -0.3 0.3
C -1.328 -1.554 0.886 0.0 0.1 -0.4
N 1.519 1.007 -0.121 -1.5 -1.4 0.7
C -0.530 -0.761 -0.109 -1.1 0.8 -1.3
N -1.953 1.672 -0.517 -1.3 0.5 0.3
C 0.067 0.498 0.313 4.1 2.9 -1.5
O 0.046 -1.470 -1.163 1.1 0.0 -0.3
H -0.231 -2.383 -1.303 -0.4 0.4 0.6
H 1.731 1.919 0.281 -0.4 -0.3 0.1
H -0.490 0.844 -1.802 0.4 -0.2 0.4
H -1.785 2.553 -0.049 0.1 0.0 -0.1
H -2.577 1.794 -1.303 0.1 0.0 0.2
H -0.198 0.842 1.312 -0.2 -0.2 -0.1
H 3.534 0.406 -0.209 -0.1 0.1 0.1
H 2.348 -0.886 -0.305 0.0 0.1 0.0
H 2.694 -0.149 1.261 0.1 0.0 -0.1
H -0.669 -2.226 1.447 0.0 0.1 0.1
H -1.833 -0.881 1.577 0.0 -0.1 0.0
H -2.077 -2.174 0.391 -0.1 0.1 0.0
```
Positions in Å, forces in eV/Å.

3 unconnected molecules or ions with the total composition C42H77Br2ClN5O3PS2 at a distorted geometry. Source: OMol25; level of theory: the ωB97M-V functional and the def2-TZVPD basis.

Summary:
- Total charge: 0
- Energy above the lowest of the compared OMol25 structures with the same formula, charge and spin: 158.7 kcal per mole
- HOMO-LUMO gap: 6.4696 eV
- E: -8891.5418 a.u.

```
133
Properties=species:S:1:pos:R:3:forces:R:3
C 7.117 -5.046 2.458 0.2 0.1 0.3
C 7.803 -3.807 3.260 -1.7 0.0 -0.1
C 6.762 -3.437 4.471 1.8 -0.1 0.5
C 6.657 -1.854 4.740 0.4 -0.3 1.1
N 5.479 -1.171 4.122 -0.3 -0.2 -1.8
C 4.171 -1.692 4.609 -1.4 -0.3 1.4
C 3.241 -0.530 5.273 0.1 -0.7 -0.6
C 1.876 -0.273 4.438 0.6 1.4 0.2
C 2.191 0.107 2.882 -0.6 -1.2 -0.1
C 0.842 0.283 2.034 -2.6 -1.4 -1.4
C 0.284 1.694 1.543 -1.9 -2.0 -1.3
C 1.067 3.055 1.941 -0.6 -0.7 1.3
Br 1.754 4.028 0.312 -0.4 -0.6 0.9
C 0.186 4.013 2.903 0.0 0.2 0.6
C -0.154 3.283 4.305 -0.5 -0.2 -0.1
C -1.003 1.700 0.693 1.8 -1.4 1.4
Cl -1.633 3.321 0.067 0.7 -2.4 0.8
C -1.835 0.399 0.312 1.9 1.5 0.9
N -3.010 0.615 -0.490 1.3 -6.2 1.9
C -3.615 -0.656 -0.710 0.2 0.8 0.8
P -5.209 -0.649 -1.777 1.8 -1.4 -3.0
O -4.858 -0.954 -3.255 -0.9 0.8 3.2
C -3.139 -2.042 -0.191 1.9 1.4 1.4
O -3.921 -3.181 -0.496 2.5 2.2 0.1
C -3.131 -4.400 -0.556 -0.2 -2.2 -0.1
C -3.335 -5.178 0.831 -1.2 0.0 -0.3
O -2.306 -6.155 1.133 -1.9 0.4 1.2
C -2.863 -6.936 2.249 0.2 -0.5 1.5
C -1.791 -7.117 3.455 -1.2 0.5 -0.3
N -1.972 -2.188 0.605 -2.6 3.5 -2.5
C -1.286 -0.945 0.847 0.4 0.4 0.2
C 0.056 -1.036 1.689 -0.4 3.2 -0.2
C 0.552 -2.497 2.149 1.0 0.7 -1.4
Br -0.747 -3.376 3.424 0.8 0.6 -0.7
C 0.875 -3.470 0.879 0.6 -0.4 0.9
C 1.862 -2.801 -0.197 -0.2 -0.9 -0.8
C 5.559 -1.082 2.657 0.6 -0.2 -1.3
S 5.203 -2.284 1.548 0.0 1.2 1.4
S 6.163 0.545 1.958 0.2 -1.1 1.2
C 6.806 0.291 0.236 0.5 -0.9 -0.6
C 7.973 -0.800 0.097 0.5 -0.6 -1.3
C 8.038 -1.334 -1.442 0.3 -0.5 0.2
H 7.290 -6.010 3.053 -0.1 1.3 -1.0
H 5.968 -4.919 2.395 2.0 0.0 0.1
H 7.515 -5.157 1.392 -0.4 0.0 1.5
H 7.923 -2.871 2.591 -0.2 -1.6 1.0
H 8.823 -4.067 3.700 -1.4 0.2 -0.7
H 7.257 -3.890 5.419 -1.0 0.7 -1.4
H 5.758 -3.970 4.342 1.4 1.1 0.0
H 6.555 -1.698 5.884 0.1 -0.1 -1.9
H 7.619 -1.304 4.439 -1.4 -0.9 0.2
H 3.526 -2.206 3.819 1.3 0.5 0.8
H 4.347 -2.481 5.437 -0.1 1.2 -1.5
H 3.897 0.405 5.337 -1.1 -1.2 -0.1
H 2.973 -0.879 6.327 0.3 0.7 -1.4
H 1.395 0.660 4.923 0.5 -1.5 -0.8
H 1.120 -1.131 4.535 1.3 1.2 -0.3
H 2.924 0.977 2.793 -1.2 -1.1 0.2
H 2.732 -0.806 2.415 -0.8 1.6 0.6
H 2.023 2.821 2.551 -1.7 0.1 -1.3
H -0.797 4.355 2.438 1.5 -0.7 0.3
H 0.772 4.977 3.160 -0.7 -1.6 -0.7
H -1.133 3.714 4.729 1.5 -0.6 -0.6
H -0.348 2.154 4.165 0.4 1.7 0.2
H 0.653 3.432 5.104 -1.0 -0.3 -1.3
H -5.901 0.590 -1.583 0.5 -0.5 0.3
H -6.041 -1.680 -1.206 0.4 0.8 0.0
H -3.623 -5.058 -1.373 0.7 1.3 1.3
H -2.046 -4.260 -0.880 -1.5 0.2 0.8
H -4.327 -5.774 0.725 1.4 1.1 0.0
H -3.532 -4.446 1.711 0.8 -0.9 -1.4
H -3.768 -6.397 2.732 1.5 -0.7 -0.9
H -3.266 -7.956 1.904 0.8 1.5 0.1
H -2.212 -7.923 4.172 0.9 1.2 -1.3
H -1.810 -6.119 4.033 0.5 -1.6 -0.9
H -0.749 -7.368 3.062 -1.5 0.3 0.7
H 1.542 -2.461 2.741 -1.9 0.3 -0.9
H 1.457 -4.359 1.344 -1.1 1.3 -0.8
H -0.065 -3.905 0.402 1.2 0.9 0.8
H 1.698 -1.686 -0.379 0.3 -1.5 0.5
H 2.964 -3.052 0.037 -1.8 0.7 -0.2
H 1.641 -3.324 -1.208 0.4 0.9 1.6
H 5.911 -0.009 -0.420 1.4 0.6 0.8
H 7.268 1.304 -0.084 -1.2 -1.5 0.7
H 9.024 -0.383 0.313 -1.8 -0.3 -0.1
H 7.851 -1.727 0.751 -0.2 1.5 -0.7
H 8.449 -0.540 -2.158 -0.8 -1.0 1.0
H 8.757 -2.239 -1.529 -1.1 1.5 0.3
H 7.020 -1.721 -1.814 1.4 0.8 0.6
C 4.830 6.326 -4.986 0.0 0.0 -0.1
C 3.706 5.610 -4.246 0.0 0.1 -0.1
N 2.380 6.144 -4.533 -0.3 0.2 0.2
C 1.350 5.661 -3.616 0.1 0.1 0.2
C 1.031 4.169 -3.631 -0.3 -0.2 0.0
C 1.993 6.187 -5.940 0.3 0.2 -0.1
C 2.000 4.874 -6.720 -0.1 -0.1 -0.2
H 4.803 7.403 -4.799 -0.1 -0.1 0.0
H 5.798 5.950 -4.644 -0.1 0.0 0.0
H 4.780 6.158 -6.065 0.0 0.0 0.1
H 3.908 5.726 -3.175 -0.3 0.0 0.0
H 3.768 4.535 -4.461 0.1 -0.1 0.0
H 0.424 6.222 -3.783 0.1 0.0 -0.2
H 1.655 5.930 -2.596 0.1 0.0 -0.1
H 0.451 3.888 -4.512 0.1 0.0 0.0
H 0.421 3.915 -2.758 0.1 0.0 0.0
H 1.929 3.548 -3.589 0.0 0.0 0.0
H 2.656 6.891 -6.455 0.1 -0.1 0.1
H 1.001 6.644 -6.029 0.1 -0.1 0.3
H 2.900 4.281 -6.537 0.0 0.0 0.0
H 1.965 5.085 -7.793 0.0 0.0 0.1
H 1.128 4.261 -6.490 0.1 -0.1 0.0
C -8.379 2.887 -1.260 0.1 -0.1 0.0
C -9.752 2.499 -1.797 0.2 0.0 -0.1
N -9.744 2.114 -3.204 -0.2 0.1 -0.3
C -11.081 2.028 -3.788 0.0 0.3 0.0
C -12.027 0.963 -3.238 -0.2 -0.2 -0.1
C -8.831 1.037 -3.575 0.3 0.2 0.1
C -8.989 -0.305 -2.863 0.1 -0.3 0.0
H -7.924 3.673 -1.868 0.0 -0.1 0.0
H -8.474 3.266 -0.239 0.0 -0.1 -0.1
H -7.697 2.033 -1.227 0.0 0.1 0.0
H -10.399 3.375 -1.676 -0.1 -0.2 -0.2
H -10.172 1.709 -1.161 0.0 0.0 0.2
H -10.995 1.899 -4.872 0.2 -0.1 0.1
H -11.566 3.005 -3.663 0.2 0.0 0.1
H -11.754 -0.035 -3.584 0.0 0.0 0.1
H -13.043 1.155 -3.596 0.1 0.0 0.0
H -12.063 0.959 -2.147 0.0 0.0 -0.1
H -7.806 1.388 -3.413 -0.1 0.1 0.1
H -8.886 0.871 -4.656 -0.2 0.2 0.1
H -9.114 -0.196 -1.782 0.0 0.0 0.0
H -8.093 -0.912 -3.025 0.0 0.0 -0.1
H -9.832 -0.874 -3.255 0.0 0.0 0.1
```
Positions in Å, forces in eV/Å.

A single C8H10OS molecule at a distorted geometry. Source: OMol25; level of theory: the ωB97M-V functional and the def2-TZVPD basis.

Summary:
- Total charge: 0
- Energy above the lowest of the compared OMol25 structures with the same formula, charge and spin: 8.3 kcal per mole
- HOMO-LUMO gap: 9.2585 eV
- E: -784.2093 a.u.

```
20
Properties=species:S:1:pos:R:3:forces:R:3
O 0.560 -2.283 1.295 0.1 -2.2 0.6
C -1.546 -0.087 -2.560 -0.2 0.3 -0.7
C -2.060 -0.061 -1.264 1.0 -0.2 0.8
C -0.181 -0.320 -2.819 -0.3 -0.1 0.6
C -1.168 -0.316 -0.194 0.4 -0.3 -1.2
C 0.701 -0.575 -1.774 -2.9 0.1 1.7
C 0.192 -0.630 -0.446 -1.3 2.3 -1.5
S 1.267 -1.073 0.855 -0.1 0.2 1.5
C 1.150 1.485 2.064 0.2 -0.1 0.7
C 0.906 -0.006 2.352 0.3 1.8 -1.7
H -2.245 0.106 -3.398 0.6 -0.2 0.5
H -3.118 0.161 -1.042 0.7 -0.2 -0.3
H 0.231 -0.342 -3.816 -0.3 0.1 -0.2
H -1.545 -0.330 0.812 0.0 0.0 0.3
H 1.693 -0.817 -1.917 2.0 -0.3 -0.5
H 0.535 1.840 1.235 0.1 0.1 0.1
H 0.953 2.088 2.970 -0.2 -0.2 -0.4
H 2.205 1.660 1.847 0.0 0.0 -0.3
H -0.107 -0.151 2.682 -0.5 -0.5 -0.2
H 1.578 -0.346 3.120 0.3 -0.5 0.1
```
Positions in Å, forces in eV/Å.

A single C4H4ClNS molecule at a distorted geometry. Source: OMol25; level of theory: the ωB97M-V functional and the def2-TZVPD basis.

Summary:
- Total charge: 0
- Energy above the lowest of the compared OMol25 structures with the same formula, charge and spin: 95.4 kcal per mole
- HOMO-LUMO gap: 7.0608 eV
- E: -1067.7945 a.u.

```
11
Properties=species:S:1:pos:R:3:forces:R:3
C 0.712 0.589 0.771 2.2 0.2 3.9
C 0.782 1.424 -0.370 0.0 -0.3 -0.8
C -0.140 -0.432 1.001 0.4 -0.1 0.9
C -0.898 -0.878 -0.058 -0.7 0.2 0.4
N 0.138 1.220 -1.431 -0.5 1.2 -2.1
S -0.898 -2.330 -0.786 2.4 -1.1 2.2
Cl -0.282 -1.199 2.642 0.2 0.4 -1.4
H 1.464 0.825 1.613 -1.3 -0.4 -1.3
H 1.476 2.293 -0.326 -0.6 -0.5 0.0
H -0.511 0.431 -1.575 0.8 0.2 0.9
H -1.842 -1.945 -1.480 -2.9 0.3 -2.8
```
Positions in Å, forces in eV/Å.

A molecular structure, C4H6O at a distorted geometry. Source: OMol25; level of theory: the ωB97M-V functional and the def2-TZVPD basis.

Summary:
- Total charge: 0
- Energy above the lowest of the compared OMol25 structures with the same formula, charge and spin: 61.9 kcal per mole
- HOMO-LUMO gap: 9.0282 eV
- E: -231.1251 a.u.

```
11
Properties=species:S:1:pos:R:3:forces:R:3
O 2.356 0.522 0.185 0.2 -0.2 -0.2
C 1.374 0.256 -0.484 0.9 1.2 -1.2
C -0.085 -0.295 0.663 -2.3 0.9 0.2
C 0.047 0.868 -0.366 1.0 0.1 -0.1
C -1.165 -0.968 0.305 -0.5 -0.8 0.4
H 1.308 -0.562 -1.234 0.5 0.0 0.2
H 0.259 -0.081 1.672 -0.3 0.0 -0.2
H -0.178 1.760 0.227 0.7 0.0 -0.3
H -0.644 0.794 -1.220 0.5 -0.2 0.5
H -1.976 -1.072 0.998 -0.2 -1.5 0.5
H -1.297 -1.220 -0.745 -0.5 0.5 0.1
```
Positions in Å, forces in eV/Å.

- The lowest energy above the lowest of the compared OMol25 structures with the same formula, charge and spin belongs to which entry?
  C17H38Cl3N2O4PSc

- Which formula does entry 8 have?
  C4H6O